# 1
ORCA calculation (ωB97M-V with the def2-TZVPD basis set) on 2 unconnected molecules or ions with the total composition C6H16N in a non-equilibrium geometry.

Structure (XYZ):
```
23
Properties=species:S:1:pos:R:3:forces:R:3
C 0.04431 -3.17631 1.04509 0.434 0.094 -1.332
C -0.36015 -1.82367 0.48604 0.052 0.137 0.808
N 0.82621 -0.89340 0.45048 -0.736 1.184 0.679
H -0.79160 -3.85325 1.05189 -0.360 -0.213 0.028
H 0.85014 -3.64551 0.45186 -0.355 0.201 0.184
H 0.39442 -3.04528 2.04217 0.260 -0.033 0.899
H -0.77848 -1.81448 -0.51237 -0.044 -0.220 -0.143
H -1.07344 -1.33647 1.16664 0.095 -0.166 -0.309
H 1.36550 -0.91766 1.32565 -0.053 -0.291 -0.366
H 0.42689 0.11790 0.38711 0.699 -1.036 -0.452
H 1.43633 -1.06571 -0.34563 0.100 0.030 0.076
C 1.67501 1.50189 -1.43711 -2.092 1.075 -0.283
C 0.47279 1.92769 -0.51775 -0.250 0.032 -0.003
C -0.82674 1.49855 -0.58854 0.453 0.822 0.165
C -2.05143 2.06715 0.19618 -0.117 0.080 -1.306
H 1.33273 0.71895 -2.10438 0.057 -0.307 -0.189
H 2.01077 2.33043 -2.10570 -0.394 -0.406 0.686
H 2.53475 1.18592 -0.89167 0.611 -0.242 0.604
H 0.73328 2.67355 0.25584 -0.229 -0.332 -0.419
H -1.07795 0.80650 -1.39419 0.036 -0.082 0.079
H -1.70189 2.84430 0.87939 -0.191 -0.141 0.044
H -2.73606 2.57314 -0.58380 1.038 -0.766 1.195
H -2.70540 1.32575 0.74279 0.986 0.580 -0.648
```
Positions in Å, forces in eV/Å.

Properties
- HOMO level: -13.5 eV
- Largest force on an atom: 2.37 eV Å⁻¹
- Molecular weight: 102.2 g mol⁻¹
- Energy above the lowest of the compared OMol25 structures with the same formula, charge and spin: 23.5 kcal/mol
- Total charge: +1
- Energy: -292.6868 a.u.
- E_LUMO: -3.1 eV



# 2
ORCA calculation (ωB97M-V with the def2-TZVPD basis set) on a gas-phase ion, C6H16N2 (charge -1) in a non-equilibrium geometry.

Structure (XYZ):
```
24
Properties=species:S:1:pos:R:3:forces:R:3
C 1.06312 1.85984 -0.83955 1.341 -0.021 0.457
C 2.22286 2.71890 -0.10426 -1.139 1.753 -3.180
C 0.13307 1.25757 0.31300 0.448 -0.628 -0.558
N -0.38478 -0.06164 -0.08694 -0.699 1.309 -1.075
C -1.34229 0.13380 -1.22593 1.073 -4.082 0.521
C -0.88053 -1.02677 0.87204 2.078 -0.701 -2.275
C -0.62773 -2.53385 0.20792 -1.655 3.828 1.284
N -0.81853 -3.34164 1.35246 0.024 -2.151 1.110
H 0.57386 2.30816 -1.73969 0.019 0.447 1.266
H 1.67163 1.08265 -1.41733 -1.023 0.177 1.375
H 2.99005 3.07691 -0.88951 -1.365 -0.031 0.863
H 2.83694 2.05762 0.42386 0.465 -1.007 1.497
H 1.84167 3.61390 0.48263 0.530 -1.252 -0.561
H 0.79891 1.22856 1.17875 0.134 -0.803 0.037
H -0.69213 1.86497 0.73569 0.168 0.595 -0.877
H -1.27095 1.08661 -1.59049 -0.290 2.613 -0.585
H -0.96727 -0.48914 -2.17351 -1.229 0.628 1.884
H -2.34285 -0.15044 -0.79408 0.586 0.311 -1.275
H -0.33636 -0.89918 1.75998 1.729 -0.336 1.144
H -1.84847 -0.88051 1.33934 -1.210 -0.213 -0.907
H 0.30027 -2.60660 -0.35249 0.290 0.178 0.426
H -1.40653 -2.54598 -0.55850 -0.100 -0.781 0.185
H -1.55122 -4.04346 1.33073 0.367 0.026 -0.293
H 0.03726 -3.71030 1.77589 -0.543 0.142 -0.464
```
Positions in Å, forces in eV/Å.

Properties
- HOMO level (alpha / beta): 1.5 / -4.4 eV
- Largest force on an atom: 4.36 eV Å⁻¹
- Molecular weight: 116.2 g mol⁻¹
- Energy above the lowest of the compared OMol25 structures with the same formula, charge and spin: 61.7 kcal/mol
- Total charge: -1
- Energy: -347.5601 a.u.
- 2S+1: 2
- E_LUMO (alpha / beta): 3.8 / 3.9 eV



# 3
ORCA calculation (ωB97M-V with the def2-TZVPD basis set) on a gas-phase ion, C6H16N2 (charge -1) in a non-equilibrium geometry.

Structure (XYZ):
```
24
Properties=species:S:1:pos:R:3:forces:R:3
C -1.48682 0.31178 0.83484 -0.275 -0.984 -0.815
N -0.65345 -0.58493 0.01713 0.826 0.786 -0.322
C 0.07796 0.20324 -1.00193 -0.702 -0.198 -0.704
C 1.46582 -0.36300 -1.26606 -0.453 0.747 -0.300
C 2.20756 0.36357 -2.38513 1.124 -1.662 0.431
N 3.64904 -0.02189 -2.33547 -0.184 0.725 -0.044
C -2.34503 -0.48570 1.81706 -0.176 0.779 -0.086
C -2.43725 0.18162 3.17939 0.484 -0.047 0.627
H -0.87322 1.01585 1.33405 0.768 0.790 0.860
H -2.06628 0.92675 0.14396 -0.344 -0.167 0.001
H 0.10751 -0.91335 0.60902 -0.293 -0.271 0.367
H 0.20904 1.26714 -0.75385 -0.010 -0.104 0.505
H -0.55236 0.25002 -1.90136 0.182 -0.245 -0.077
H 2.00169 -0.15374 -0.35399 0.509 -0.225 0.495
H 1.48285 -1.43671 -1.44512 -0.172 -0.036 0.015
H 1.84673 -0.00219 -3.34657 -0.479 0.587 -0.082
H 2.14310 1.43086 -2.24028 -0.298 0.373 -0.275
H 3.97126 -0.30775 -3.24415 0.121 -0.220 -0.048
H 3.85546 -0.73555 -1.65403 -0.158 -0.112 -0.022
H -3.35845 -0.55130 1.43724 -0.250 -0.201 -0.274
H -1.96666 -1.50154 1.86698 0.142 -0.111 0.199
H -3.03011 -0.40750 3.88714 -0.248 0.211 -0.105
H -2.78112 1.21910 3.13767 -0.452 -0.175 -0.209
H -1.46728 0.29523 3.66344 0.337 -0.241 -0.135
```
Positions in Å, forces in eV/Å.

Properties
- HOMO level (alpha / beta): 1.5 / -5.5 eV
- Largest force on an atom: 2.05 eV Å⁻¹
- Molecular weight: 116.2 g mol⁻¹
- Energy above the lowest of the compared OMol25 structures with the same formula, charge and spin: 14.9 kcal/mol
- Total charge: -1
- Energy: -347.6347 a.u.
- 2S+1: 2
- E_LUMO (alpha / beta): 3.8 / 4.0 eV



# 4
ORCA calculation (ωB97M-V with the def2-TZVPD basis set) on a gas-phase ion, C6H16N2 (charge -1) in a non-equilibrium geometry.

Structure (XYZ):
```
24
Properties=species:S:1:pos:R:3:forces:R:3
N 2.48898 -1.65292 1.39896 -0.987 1.291 -0.275
C 1.39465 -0.55463 1.31184 2.292 -1.237 -0.403
C 0.44919 -0.82306 2.45892 -0.636 1.395 2.797
C 0.72791 -0.76360 -0.04117 -0.976 1.317 0.812
N 0.08112 0.53786 -0.34462 1.118 0.017 -1.958
C -1.40090 0.56743 -0.43770 2.559 1.622 -2.530
C -1.76376 1.73135 -1.45648 -2.598 -3.611 0.469
C -1.88206 1.08259 -2.88205 1.683 0.421 -0.678
H 3.39664 -1.21140 1.31279 0.047 -0.084 0.030
H 2.41173 -2.01801 2.32489 0.374 -0.372 0.642
H 1.88116 0.47608 1.31479 -0.818 -1.302 0.257
H 0.04318 -1.83781 2.47185 0.046 -0.014 -0.538
H -0.44704 -0.10534 2.53749 1.370 -0.930 -0.361
H 0.97565 -0.76978 3.51867 -0.733 0.229 -2.005
H 0.03345 -1.60018 0.08787 -0.335 0.181 -0.179
H 1.40103 -1.10743 -0.81596 0.493 0.293 -0.091
H 0.56772 0.91802 -1.24122 -1.648 -0.819 1.863
H -1.81743 0.73765 0.49218 -0.733 0.527 2.227
H -1.71528 -0.40240 -0.74950 -0.790 -0.533 -0.650
H -2.85912 1.88741 -1.29206 0.799 0.648 0.507
H -1.19431 2.63001 -1.26597 0.200 0.011 -0.356
H -1.04417 1.43936 -3.55876 -0.937 -0.628 0.476
H -1.94442 -0.04431 -2.92666 0.517 1.147 0.474
H -2.82972 1.37305 -3.31098 -0.307 0.431 -0.529
```
Positions in Å, forces in eV/Å.

Properties
- HOMO level (alpha / beta): 1.5 / -5.1 eV
- Largest force on an atom: 4.47 eV Å⁻¹
- Molecular weight: 116.2 g mol⁻¹
- Energy above the lowest of the compared OMol25 structures with the same formula, charge and spin: 39.4 kcal/mol
- Total charge: -1
- Energy: -347.5958 a.u.
- 2S+1: 2
- E_LUMO (alpha / beta): 3.7 / 3.5 eV



# 5
ORCA calculation (ωB97M-V with the def2-TZVPD basis set) on C6H16N2 in the gas phase in a non-equilibrium geometry.

Structure (XYZ):
```
24
Properties=species:S:1:pos:R:3:forces:R:3
C -0.31982 2.05557 2.35822 -0.743 -0.184 -0.084
C -0.98851 1.28061 1.20770 0.353 -0.106 0.127
C -0.06535 0.26670 0.50871 -1.903 0.377 -0.299
C -0.99990 -0.59377 -0.39198 1.680 -1.800 0.220
N -0.35929 -1.90277 -0.76859 0.108 2.050 -0.465
C -0.49389 -2.28412 -2.17553 0.843 -1.554 1.160
N 0.95603 1.00803 -0.20128 0.547 -0.277 0.239
C 2.21347 0.27889 -0.36976 -0.188 0.064 0.741
H -1.03146 2.04434 3.18827 0.347 0.223 0.193
H 0.63534 1.64420 2.68575 -0.091 -0.132 -0.082
H -0.15884 3.08345 2.05442 0.157 0.166 0.135
H -1.88349 0.74105 1.53124 0.106 0.119 0.292
H -1.35314 2.01979 0.48309 0.092 -0.256 -0.166
H 0.36486 -0.41577 1.24659 0.266 0.225 0.016
H -1.17015 -0.05263 -1.31116 -0.507 0.231 -0.211
H -1.90604 -0.89359 0.12505 -0.487 0.754 0.048
H -0.64886 -2.61732 -0.12067 -0.081 -0.232 -0.279
H -1.46952 -2.65953 -2.45103 -0.613 0.074 -0.202
H 0.19430 -3.14460 -2.22132 -0.209 0.200 -0.737
H -0.17686 -1.53601 -2.89820 0.117 0.255 0.346
H 0.57273 1.37308 -1.06207 0.154 -0.088 -0.144
H 2.67072 0.19939 0.62163 -0.111 -0.154 0.086
H 2.05199 -0.74614 -0.72410 0.365 0.230 -0.388
H 2.94574 0.87434 -0.91052 -0.200 -0.184 -0.547
```
Positions in Å, forces in eV/Å.

Properties
- HOMO level: -8.0 eV
- Largest force on an atom: 2.47 eV Å⁻¹
- Molecular weight: 116.2 g mol⁻¹
- Energy above the lowest of the compared OMol25 structures with the same formula, charge and spin: 32.6 kcal/mol
- Energy: -347.6729 a.u.
- E_LUMO: 1.1 eV
- SMILES string: CC[C@@H](CNC)NC



# 6
ORCA calculation (ωB97M-V with the def2-TZVPD basis set) on 2 unconnected molecules or ions with the total composition C6H16N2 in a non-equilibrium geometry.

Structure (XYZ):
```
24
Properties=species:S:1:pos:R:3:forces:R:3
C 2.20848 0.27397 0.35713 -0.182 -1.243 -1.027
C 2.04633 0.11857 -0.96088 -0.208 0.220 0.094
C 1.76651 1.30117 -1.85348 -1.164 -0.553 -0.112
C 2.15482 -1.21865 -1.68110 -0.199 0.188 -0.072
H 2.42107 -0.64965 0.92010 -0.099 0.891 0.249
H 2.04252 1.25517 0.77059 0.235 -0.070 0.519
H 2.55154 1.34960 -2.57556 0.450 -0.041 -0.930
H 1.80717 2.26207 -1.34886 -0.356 -0.043 0.299
H 0.77577 1.15506 -2.38782 1.132 0.348 0.533
H 2.28156 -2.03234 -0.93612 0.242 0.404 -0.615
H 3.02745 -1.13285 -2.39554 -0.990 -0.514 0.645
H 1.20161 -1.45546 -2.24837 1.141 0.407 0.432
N -2.31238 1.71804 0.82099 -1.052 -1.005 0.743
C -2.66608 0.27370 0.99860 0.324 0.055 -0.821
C -1.37687 -0.47660 1.14799 0.216 -0.425 0.319
N -1.66777 -1.94341 1.16158 0.256 1.115 -0.584
H -2.07874 2.01817 1.76180 0.505 0.265 0.054
H -3.22265 2.13523 0.72388 -0.323 0.717 -0.484
H -3.17720 -0.10915 0.08869 0.103 0.389 0.601
H -3.27752 0.05857 1.90122 -0.034 0.228 -0.538
H -0.62230 -0.13433 0.38194 -0.936 -0.878 0.501
H -0.96988 -0.15153 2.11057 0.374 0.001 0.116
H -0.79029 -2.40027 1.22480 0.951 -0.706 -0.200
H -2.12315 -2.21509 2.01786 -0.387 0.249 0.278
```
Positions in Å, forces in eV/Å.

Properties
- HOMO level: -9.2 eV
- Largest force on an atom: 1.63 eV Å⁻¹
- Molecular weight: 116.2 g mol⁻¹
- Energy above the lowest of the compared OMol25 structures with the same formula, charge and spin: 36.8 kcal/mol
- Energy: -347.6662 a.u.
- E_LUMO: 1.0 eV
- SMILES string: C=C(C)C.NCCN